Entry 1:
{"formula": "C7H16B3LiNO5Si", "method": "ωB97M-V/def2-TZVPD", "energy_ha": -1078.61641, "total_charge": 1, "gap_ev": 7.605, "e_lumo_ev": -4.823, "e_homo_ev": -12.428, "symbols": ["C", "C", "C", "B", "O", "B", "C", "O", "N", "O", "O", "B", "Si", "C", "C", "C", "O", "H", "H", "H", "H", "H", "H", "H", "H", "H", "H", "H", "H", "H", "H", "H", "H", "Li"], "coordinates": [[-3.76183, -0.17564, -1.09648], [-3.03125, 1.07841, -0.74741], [-1.88485, 1.73604, -1.74382], [-0.38053, 1.83609, -1.00980], [-0.05534, 2.77935, 0.07823], [1.00657, 2.26805, 0.96843], [1.76882, 3.24529, 2.09942], [2.63322, 2.39945, 2.98768], [2.12133, 2.39742, 4.25298], [3.09084, 2.68091, 4.96039], [1.50067, 0.84556, 0.96048], [1.06506, 0.15240, -0.26836], [0.91093, -1.78023, -0.47824], [1.88088, -2.22467, -2.09090], [-0.97266, -2.18139, -0.53679], [1.69797, -2.78478, 0.96465], [0.72601, 0.95613, -1.49502], [-3.82976, -0.66026, -2.16209], [-4.34912, -0.70974, -0.20856], [-3.23845, 1.65328, 0.27721], [-2.25617, 2.80205, -2.09218], [-1.82789, 1.04531, -2.71580], [2.51810, 3.99898, 1.57483], [0.96070, 3.80220, 2.76104], [3.03802, -2.09999, -1.82975], [1.71534, -3.33582, -2.41953], [1.64320, -1.42751, -2.91999], [-1.13852, -3.24737, -0.02623], [-1.51651, -1.33336, 0.09793], [-1.45371, -2.11718, -1.61540], [0.81137, -3.28273, 1.58182], [2.36025, -2.15766, 1.69830], [2.35056, -3.65676, 0.48205], [-4.10326, -2.50182, -0.28908]], "forces_ev_per_a": [[1.736, 2.940, 1.417], [-1.108, -2.636, -1.180], [-1.427, -0.487, -0.426], [1.639, 0.407, -0.217], [1.244, -3.709, -0.287], [0.761, -0.524, 0.123], [-0.707, -0.084, -0.559], [-1.444, 1.010, -2.240], [4.617, 1.794, 2.379], [-3.793, -1.504, -0.832], [-3.047, 2.073, -3.265], [1.175, 3.150, 0.247], [1.210, -1.855, -0.256], [0.965, 0.219, -0.408], [-2.070, -0.059, 0.285], [-0.019, -1.177, 0.777], [-2.726, 0.388, 3.955], [0.526, 1.106, 2.204], [0.625, 1.869, -1.745], [0.563, -1.714, -2.280], [0.740, -2.043, 0.839], [-0.011, 1.554, 2.189], [-1.738, -1.395, 1.226], [1.840, -0.890, -1.402], [-2.436, -0.307, -0.559], [0.270, 2.199, 0.365], [0.408, -1.840, 1.345], [0.196, 2.192, -1.177], [1.016, -1.913, -1.107], [1.057, -0.307, 2.071], [2.031, 0.931, -1.085], [-1.265, -1.218, -1.443], [-1.370, 1.826, 1.209], [0.541, 0.003, -0.167]]}

=====

Entry 2:
{"formula": "C4H4N2O", "method": "ωB97M-V/def2-TZVPD", "energy_ha": -339.53508, "de_lowest_kj_mol": 122.32, "gap_ev": 10.110, "e_lumo_ev": 0.445, "e_homo_ev": -9.664, "smiles": "O=Cc1cnc[nH]1", "symbols": ["O", "C", "C", "C", "N", "C", "N", "H", "H", "H", "H"], "coordinates": [[2.08453, 1.78523, -1.09717], [1.14190, 1.05025, -1.26061], [0.44007, 0.11376, -0.25628], [-0.73346, -0.45182, -0.69415], [-1.52924, -0.97435, 0.27175], [-0.87149, -0.77551, 1.38452], [0.31166, -0.13728, 1.23825], [0.64693, 1.07578, -2.27943], [-1.06433, -0.49326, -1.72506], [-1.26995, -1.11786, 2.34170], [0.83649, -0.08200, 2.12809]], "forces_ev_per_a": [[-0.367, -0.519, 0.426], [0.208, -0.063, 0.890], [-0.645, 0.201, 1.113], [-0.081, 0.070, -0.255], [0.030, -0.212, -0.010], [-0.110, -0.092, -0.303], [-0.085, 0.188, -1.062], [0.022, -0.604, 0.938], [0.123, 0.155, 0.084], [0.464, 0.247, -0.168], [0.441, 0.627, -1.653]]}

=====

Entry 3:
{"formula": "C24H23EuI3N5OS", "method": "ωB97M-V/def2-TZVPD", "multiplicity": 8, "energy_ha": -3279.15362, "total_charge": -1, "de_lowest_kj_mol": 0.00, "gap_ev": [4.730, 4.700], "e_lumo_ev": [1.333, 1.299], "e_homo_ev": [-3.396, -3.400], "s2": 15.8385, "symbols": ["Eu", "S", "C", "C", "C", "C", "C", "N", "H", "H", "H", "H", "I", "I", "I", "C", "C", "C", "C", "N", "C", "H", "H", "H", "H", "N", "C", "O", "C", "C", "C", "C", "N", "C", "H", "H", "H", "H", "H", "H", "C", "C", "C", "C", "C", "C", "C", "C", "N", "H", "H", "H", "H", "H", "H", "H", "H", "H"], "coordinates": [[0.01388, 0.16062, 0.34297], [0.60060, -0.75023, 2.90603], [2.18049, -0.65938, 2.18536], [3.32183, -0.43216, 2.96576], [4.53636, -0.27216, 2.34261], [4.60881, -0.39170, 0.95482], [3.45117, -0.64404, 0.26039], [2.25020, -0.77650, 0.84119], [3.20607, -0.34510, 4.03617], [5.42228, -0.04049, 2.91992], [5.54478, -0.27082, 0.42886], [3.46512, -0.72996, -0.82064], [1.65827, 2.61066, 0.28607], [-1.32333, 6.71848, -1.26616], [2.71787, 1.52397, -5.39455], [1.15509, 0.60574, -4.34661], [0.07251, 0.05462, -5.01036], [-0.94050, -0.51352, -4.25157], [-0.82101, -0.51880, -2.87454], [0.24085, -0.01520, -2.23750], [1.20559, 0.55088, -2.96277], [0.01130, 0.07775, -6.08983], [-1.81366, -0.94206, -4.72260], [-1.60819, -0.92215, -2.24761], [2.03069, 0.99457, -2.41676], [-0.30936, -4.32668, 3.63807], [-0.50026, -5.15608, 2.58672], [-0.78436, -6.33565, 2.69107], [-0.31168, -4.50850, 1.24550], [0.12005, -5.27429, 0.17157], [0.32598, -4.64973, -1.04686], [0.13217, -3.28049, -1.13069], [-0.31352, -2.53891, -0.11571], [-0.56918, -3.16457, 1.03350], [-0.41792, -4.70011, 4.56475], [0.02123, -3.37567, 3.53672], [0.27939, -6.33547, 0.31091], [0.64341, -5.20886, -1.91567], [0.33679, -2.75499, -2.05590], [-1.00368, -2.56247, 1.81625], [-4.55359, -0.26940, 0.33326], [-4.40777, 0.97678, -0.48701], [-5.49847, 1.66941, -0.93177], [-5.35301, 2.84534, -1.68400], [-4.09449, 3.29337, -2.03962], [-2.94330, 2.63022, -1.63688], [-1.63598, 3.16106, -2.08295], [-3.05512, 1.46122, -0.76325], [-2.03789, 0.82035, -0.26115], [-5.60807, -0.47826, 0.51834], [-4.03474, -0.14618, 1.28488], [-4.10705, -1.13075, -0.16875], [-6.49704, 1.31640, -0.69362], [-6.23246, 3.39718, -1.99204], [-3.98252, 4.18982, -2.63835], [-1.66532, 3.42845, -3.14175], [-0.81594, 2.47737, -1.89087], [-1.43326, 4.12137, -1.56320]], "forces_ev_per_a": [[-1.415, 0.593, -0.624], [-0.272, 0.013, 0.484], [0.009, -0.255, -0.219], [0.072, 0.106, -0.092], [-0.104, -0.052, -0.033], [0.102, -0.027, -0.022], [-0.045, -0.039, -0.105], [0.741, -0.202, 0.472], [0.015, 0.033, -0.002], [0.012, -0.046, 0.010], [-0.014, 0.005, -0.024], [-0.007, 0.020, -0.003], [0.099, 0.151, -0.031], [-0.063, 0.260, -0.018], [-0.198, -0.117, 0.128], [0.150, 0.052, -0.170], [-0.019, 0.033, 0.062], [0.069, 0.017, -0.023], [-0.091, -0.014, 0.013], [-0.013, -0.071, -0.081], [0.159, 0.050, 0.058], [0.004, 0.022, -0.002], [-0.026, 0.026, 0.015], [0.021, 0.001, 0.019], [-0.047, 0.006, 0.047], [-0.045, 0.060, 0.093], [-0.001, 0.123, -0.030], [0.055, 0.023, 0.020], [-0.038, -0.197, -0.127], [-0.024, 0.086, 0.015], [0.003, -0.051, 0.084], [0.048, 0.049, -0.085], [-0.034, 0.090, -0.099], [-0.099, -0.024, 0.038], [-0.013, -0.051, -0.003], [0.028, -0.021, -0.052], [0.000, -0.004, 0.000], [0.048, 0.036, -0.008], [0.017, 0.008, 0.017], [0.031, 0.015, 0.011], [-0.110, 0.139, -0.011], [0.222, 0.010, 0.150], [-0.161, 0.030, -0.007], [-0.015, -0.046, 0.002], [0.077, -0.012, -0.017], [-0.101, -0.252, 0.135], [0.184, 0.238, 0.152], [-0.471, -0.001, -0.337], [1.051, -0.238, 0.166], [0.010, -0.031, 0.024], [-0.005, -0.097, 0.018], [0.048, 0.003, 0.030], [0.031, -0.030, 0.022], [0.006, -0.005, -0.021], [0.003, 0.023, 0.038], [-0.012, -0.040, -0.005], [0.066, -0.042, 0.050], [0.062, -0.355, -0.127]]}